{"formula": "C5H12NO", "method": "ωB97M-V/def2-TZVPD", "total_charge": 1, "homo_energy_ev": -12.750, "orbital_gap_ha": 0.2928, "energy_ha": -327.40950, "e_above_lowest_kj_mol": 131.5, "elements": ["C", "C", "C", "O", "H", "H", "H", "H", "H", "H", "C", "C", "N", "H", "H", "H", "H", "H", "H"], "coordinates": [[0.2619, 2.7148, -0.4752], [0.2375, 1.7145, 0.6583], [-0.8478, 1.0941, 1.0931], [-0.8311, 0.0248, 1.9866], [1.1200, 2.5518, -1.1217], [-0.6630, 2.7268, -1.0485], [0.3811, 3.7059, -0.0314], [1.2070, 1.3704, 1.0126], [-1.8211, 1.3641, 0.6946], [-1.7540, -0.2147, 2.1319], [0.4086, -1.1541, -1.3562], [0.2403, -2.9816, 0.1878], [0.1116, -1.7402, -0.0517], [1.2653, -0.4906, -1.2645], [-0.4523, -0.5993, -1.7175], [0.6666, -1.9593, -2.0408], [0.4996, -3.6534, -0.6209], [0.1113, -3.3360, 1.2007], [-0.1413, -1.1378, 0.7628]]}

{"formula": "C5H12NO", "method": "ωB97M-V/def2-TZVPD", "total_charge": 1, "homo_energy_ev": -15.117, "orbital_gap_ha": 0.4243, "energy_ha": -327.44922, "smiles": "CC(C)[C@@H]([NH3+])C=O", "e_above_lowest_kj_mol": 27.2, "elements": ["O", "C", "C", "C", "C", "C", "N", "H", "H", "H", "H", "H", "H", "H", "H", "H", "H", "H", "H"], "coordinates": [[1.5739, 1.8310, 0.2102], [0.9529, 1.2303, -0.6197], [-0.3588, 0.5444, -0.3382], [-0.1919, -0.9782, -0.5101], [-1.5717, -1.6661, -0.6241], [0.6983, -1.6474, 0.5095], [-0.7495, 0.9415, 1.0542], [1.3618, 1.0301, -1.6178], [-1.1207, 0.8378, -1.0611], [0.2422, -1.0807, -1.5069], [-1.4279, -2.6604, -1.0225], [-2.0783, -1.6611, 0.3262], [-2.1474, -1.1339, -1.3885], [1.6887, -1.1970, 0.6376], [0.2366, -1.7130, 1.5043], [0.9238, -2.6750, 0.2217], [-1.4718, 1.6586, 1.1220], [0.1112, 1.3396, 1.4789], [-1.0034, 0.1582, 1.6608]]}

{"formula": "C5H12NO", "method": "ωB97M-V/def2-TZVPD", "total_charge": 1, "homo_energy_ev": -14.729, "orbital_gap_ha": 0.4086, "energy_ha": -327.37836, "e_above_lowest_kj_mol": 213.3, "elements": ["C", "C", "C", "C", "C", "N", "O", "H", "H", "H", "H", "H", "H", "H", "H", "H", "H", "H", "H"], "coordinates": [[-2.2509, 1.2923, -0.1148], [-1.5509, 0.2733, -0.6384], [-0.2080, -1.8514, 0.0088], [2.1874, 0.3891, 0.3037], [-0.4009, -0.2992, 0.2020], [1.0646, 0.4862, -0.6299], [-0.2985, 0.0818, 1.4717], [-3.2408, 1.5976, -0.6944], [-2.0793, 1.6519, 0.7996], [-1.4935, -0.1133, -1.6289], [0.8662, -2.1253, 0.1549], [-0.8229, -2.2160, 0.7717], [-0.4831, -2.1061, -1.0392], [1.8813, 0.2520, 1.3324], [2.7375, -0.5635, 0.1739], [2.9285, 1.2784, 0.1833], [0.8276, 1.3490, -0.8931], [1.1529, -0.2115, -1.4105], [-0.8172, 0.8346, 1.6473]]}

{"formula": "C5H12NO", "method": "ωB97M-V/def2-TZVPD", "total_charge": 1, "homo_energy_ev": [-13.466, -14.687], "orbital_gap_ha": [0.3023, 0.3621], "energy_ha": -327.14131, "e_above_lowest_kj_mol": 835.6, "elements": ["C", "C", "C", "C", "C", "N", "O", "H", "H", "H", "H", "H", "H", "H", "H", "H", "H", "H", "H"], "coordinates": [[-1.8100, 0.2184, 0.4101], [-1.0371, -1.1933, 0.2131], [-0.9091, 1.5003, 0.1375], [0.3721, -0.9795, 0.6142], [0.3748, 1.1534, -0.5265], [2.2758, 0.1424, 0.2473], [1.0298, 0.0401, 0.2161], [-2.5756, 0.2591, -0.2797], [-2.1818, 0.4618, 1.3762], [-1.4406, -1.9385, 0.8350], [-1.1741, -1.5894, -0.7754], [-1.2679, 2.2919, -0.4061], [-0.6707, 1.8664, 1.1732], [1.0009, -1.7060, 1.1548], [1.9063, -1.1484, -1.7628], [0.0852, 0.6879, -1.4737], [1.0844, 1.9412, -0.7571], [2.2922, -1.5056, -1.2760], [2.6455, -0.5023, 0.8799]]}

{"formula": "C5H12NO", "method": "ωB97M-V/def2-TZVPD", "total_charge": 1, "homo_energy_ev": [-11.202, -14.164], "spin_multiplicity": 3, "orbital_gap_ha": [0.3094, 0.1608], "s_squared": 2.01, "energy_ha": -327.21095, "e_above_lowest_kj_mol": 224.0, "elements": ["C", "C", "C", "C", "C", "N", "O", "H", "H", "H", "H", "H", "H", "H", "H", "H", "H", "H", "H"], "coordinates": [[1.0823, 1.0685, -0.2709], [-0.0826, 0.8362, 0.7631], [2.0965, -0.0555, -0.0463], [-0.2811, -0.5863, 1.0649], [1.3371, -1.3584, -0.4811], [-2.6387, -0.4804, -0.4646], [0.3766, -1.5375, 0.6065], [0.6168, 0.9241, -1.2022], [1.5831, 2.0451, -0.2839], [-0.0305, 1.5063, 1.7112], [-0.9569, 1.1681, 0.2405], [2.9932, 0.0632, -0.6938], [2.3317, -0.0194, 0.9750], [-3.5899, -0.3448, -0.2241], [-1.0670, -1.0169, 1.7645], [0.8430, -1.1549, -1.4485], [2.0593, -2.2072, -0.5192], [-2.2591, -1.4096, -0.5588], [-2.7190, -0.2088, -1.5079]]}

{"formula": "C5H12NO", "method": "ωB97M-V/def2-TZVPD", "total_charge": 2, "homo_energy_ev": [-17.511, -17.511], "spin_multiplicity": 2, "orbital_gap_ha": [0.2638, 0.1366], "s_squared": 0.76, "energy_ha": -326.79249, "e_above_lowest_kj_mol": 500.3, "elements": ["C", "C", "C", "C", "C", "N", "H", "H", "H", "H", "H", "H", "H", "H", "H", "H", "H", "H", "O"], "coordinates": [[-2.1093, -0.5237, -0.3421], [-1.0750, -1.4633, -0.9988], [0.1681, -0.6292, -1.2084], [0.0646, 0.2158, -2.2617], [1.0396, -0.2642, 1.1373], [1.3044, -0.6632, -0.0974], [-2.4070, -1.3084, 0.4126], [-1.8078, 0.4781, -0.0383], [-3.0260, -0.1280, -0.9255], [-1.0232, -2.4012, -0.4216], [-1.4944, -1.8762, -2.0103], [-0.8568, 0.3333, -2.8216], [0.6535, 1.0875, -2.7104], [1.7318, -0.0698, 2.0327], [0.1459, 0.2722, 1.4121], [2.0764, -1.3426, -0.2699], [1.7306, 2.5533, 2.4887], [2.4027, 3.2152, 3.6055], [2.4819, 2.5146, 3.0172]]}

{"formula": "C5H12NO2", "method": "ωB97M-V/def2-TZVPD", "total_charge": -1, "homo_energy_ev": -2.952, "orbital_gap_ha": 0.2574, "energy_ha": -402.78287, "e_above_lowest_kj_mol": 647.4, "elements": ["C", "N", "C", "C", "O", "C", "O", "C", "H", "H", "H", "H", "H", "H", "H", "H", "H", "H", "H", "H"], "coordinates": [[-0.9546, 1.4142, 0.0250], [-1.5832, 0.6123, -1.2029], [-0.8695, -0.2813, -0.5837], [-1.3609, -1.1838, 0.5444], [-0.3003, -1.5750, 1.3222], [0.2609, -0.9177, -1.3638], [1.0629, -1.8234, -0.6531], [0.4826, 1.4360, 0.6201], [-1.0121, 2.4343, -0.3326], [-1.6122, 1.3379, 0.8711], [3.1508, 0.0524, 0.2855], [3.0034, 0.0713, 1.0035], [-1.8458, -2.0372, 0.0143], [-2.1785, -0.6603, 1.0735], [0.6423, -1.7915, 0.2963], [0.8781, -0.0875, -1.7251], [-0.1622, -1.3748, -2.2674], [0.7242, 0.4508, 0.9925], [1.1311, 1.6406, -0.2136], [0.5430, 2.2828, 1.2936]]}

{"formula": "C5H12NO2", "method": "ωB97M-V/def2-TZVPD", "total_charge": -1, "homo_energy_ev": -2.976, "orbital_gap_ha": 0.2510, "energy_ha": -402.85542, "e_above_lowest_kj_mol": 456.9, "elements": ["C", "N", "C", "C", "C", "O", "C", "O", "H", "H", "H", "H", "H", "H", "H", "H", "H", "H", "H", "H"], "coordinates": [[-2.2224, -0.7441, 0.6813], [-1.5789, 0.5406, 0.6085], [-0.1444, 0.6228, 0.1676], [0.6806, -0.5249, 0.5517], [2.2219, -0.2150, 0.5533], [2.5837, -0.2502, -0.7851], [-0.1388, 0.8290, -1.3595], [1.1402, 0.7526, -1.8720], [-2.4030, -1.0623, 1.7137], [-3.0874, -0.8097, 0.0182], [-1.6990, -1.5462, 0.1328], [-2.0510, 1.2842, 0.1214], [0.3450, 1.5577, 0.5192], [0.3138, -0.9604, 1.5062], [0.5380, -1.4307, -0.0551], [2.3943, 0.7914, 0.9786], [2.6684, -1.0234, 1.1597], [-0.8400, 0.1698, -1.8968], [-0.5642, 1.8215, -1.6417], [1.8433, 0.1972, -1.1021]]}

{"formula": "C5H12NO2", "method": "ωB97M-V/def2-TZVPD", "total_charge": -1, "homo_energy_ev": -3.722, "orbital_gap_ha": 0.2918, "energy_ha": -402.93658, "e_above_lowest_kj_mol": 243.8, "elements": ["C", "N", "C", "O", "H", "H", "H", "H", "H", "H", "O", "C", "C", "C", "H", "H", "H", "H", "H", "H"], "coordinates": [[1.5114, -0.8360, -2.3568], [1.1336, -2.0064, -1.5629], [0.5275, -1.6447, -0.2750], [-0.6440, -0.9390, -0.3100], [0.6454, -0.2323, -2.6416], [2.0264, -1.1769, -3.2598], [2.1691, -0.2064, -1.7707], [0.4521, -2.5427, -2.0783], [1.2945, -1.1126, 0.3128], [0.3510, -2.6189, 0.2338], [0.7104, 1.2865, -0.0779], [-0.4238, 0.8313, 0.1494], [-0.9319, 0.6730, 1.5801], [-1.3171, 2.0376, 2.1333], [-1.2344, 1.1205, -0.5489], [-0.1785, 0.1685, 2.1847], [-1.7985, 0.0194, 1.4785], [-0.4488, 2.5954, 2.4848], [-2.0227, 1.9650, 2.9682], [-1.8217, 2.6187, 1.3561]]}

{"formula": "C5H12NO2", "method": "ωB97M-V/def2-TZVPD", "total_charge": 1, "homo_energy_ev": -12.135, "orbital_gap_ha": 0.1241, "energy_ha": -402.56936, "e_above_lowest_kj_mol": 400.3, "elements": ["O", "C", "O", "C", "C", "C", "C", "N", "H", "H", "H", "H", "H", "H", "H", "H", "H", "H", "H", "H"], "coordinates": [[-1.5510, 0.3535, 0.5519], [-0.3486, 0.3963, 0.6018], [0.3113, 0.1991, 1.7677], [0.4979, 0.6850, -0.5401], [1.9557, 0.5627, -0.5365], [2.3105, -0.8988, -0.1539], [1.3863, -1.9905, -0.7491], [-4.4232, 1.7392, 0.2376], [-0.3712, -0.0184, 2.4361], [-0.0374, 1.3233, -1.2461], [2.4554, 1.3335, 0.1815], [2.4166, 0.8575, -1.5212], [3.3491, -1.1732, -0.3131], [2.1698, -0.9486, 0.9221], [0.3535, -1.5920, -0.7270], [1.4724, -2.8863, -0.1137], [1.6065, -2.2985, -1.7632], [-3.5459, 1.2708, 0.3927], [-5.0124, 1.7459, 1.0646], [-4.9952, 1.3398, -0.4921]]}